Density functional theory data (ωB97M-V with the def2-TZVPD basis set) for a single C6H13N molecule at a distorted geometry.

Geometry as XYZ:
```
20
Properties=species:S:1:pos:R:3:forces:R:3:mulliken_charge:R:1
C -2.2415 -0.8243 0.3773 0.48 -0.13 0.82 -0.8449
C -1.7285 0.5504 0.0939 -0.62 -0.73 -1.04 -0.5863
C -0.8613 0.7182 -1.0779 0.35 -0.02 0.76 -0.5641
N 0.8003 0.3104 1.5201 -2.24 0.82 -2.06 -0.7432
C 1.1807 -0.4074 0.2320 0.31 -0.10 1.86 0.4676
C 0.3340 -0.2333 -0.9772 -1.80 0.73 0.07 -0.4543
C 2.6390 0.0228 -0.0571 -0.35 0.13 -0.18 -1.4583
H -3.1335 -0.8304 1.0145 0.08 0.13 -0.26 0.3315
H -1.4941 -1.4198 0.9248 -0.31 -0.10 -0.13 0.1840
H -2.4460 -1.3502 -0.5647 0.05 -0.12 -0.12 0.3084
H -0.2472 0.5808 1.2877 1.76 -0.61 1.04 0.3423
H -2.3997 1.3629 0.3750 0.84 0.22 0.39 0.3953
H -1.4551 0.5074 -1.9688 0.23 -0.15 -0.46 0.3487
H -0.5563 1.7691 -1.1394 0.13 0.08 -0.16 0.2645
H 1.2132 1.2439 1.5291 0.22 -0.16 -0.14 0.3218
H 1.2048 -1.4554 0.5797 -0.03 -0.06 -0.63 0.2203
H 0.2945 -1.0144 -1.7536 0.62 0.21 0.49 0.3287
H 3.0542 -0.5466 -0.8864 0.14 0.02 0.06 0.3844
H 2.5769 1.0744 -0.3451 0.29 0.02 -0.09 0.3832
H 3.2655 -0.0586 0.8363 -0.15 -0.19 -0.19 0.3702
```
Positions in Å, forces in eV/Å.

HOMO	-6.5	eV
charge	0
frontier orbital gap	5.49	eV
maximum force	3.1	eV/A